A structure of composition C20H36BeCl2N2O4P. Source: the Open Molecules 2025 dataset; level of theory: ωB97M-V/def2-TZVPD.

Geometry (Å):
O: 1.022 -0.680 -1.346
C: 2.123 -0.338 -2.044
C: 3.332 -1.181 -1.590
C: 3.405 -1.941 -0.414
H: 2.547 -1.975 0.269
C: 4.609 -2.611 -0.124
H: 4.680 -3.217 0.782
C: 5.715 -2.492 -0.985
H: 6.651 -3.002 -0.749
C: 5.625 -1.730 -2.155
H: 6.469 -1.620 -2.844
C: 4.421 -1.090 -2.456
H: 4.296 -0.464 -3.345
H: 1.971 -0.584 -3.124
C: 1.479 2.044 -2.795
C: 2.416 1.186 -2.022
H: 1.945 3.023 -2.951
H: 0.539 2.207 -2.241
H: 1.234 1.595 -3.764
C: 3.349 1.671 -1.172
C: 3.506 3.090 -0.766
H: 4.024 0.968 -0.665
H: 4.506 3.453 -1.020
H: 3.394 3.177 0.319
H: 2.767 3.746 -1.231
Be: 0.193 0.245 -0.374
Cl: 0.552 -0.610 1.405
Cl: 0.651 2.221 0.235
C: -1.511 1.892 2.164
O: -2.063 1.511 1.126
N: -2.202 2.237 3.276
C: -3.632 2.321 3.140
C: -1.612 2.661 4.536
H: -0.414 1.910 2.275
H: -3.921 1.904 2.162
H: -3.983 3.365 3.213
H: -4.122 1.752 3.942
H: -0.541 2.411 4.543
H: -2.110 2.153 5.372
H: -1.732 3.746 4.690
H: -3.922 1.567 -2.904
H: -3.863 -0.594 -4.341
C: -2.850 1.620 -3.141
C: -2.768 -0.510 -4.369
N: -2.301 0.270 -3.232
H: -2.335 2.202 -2.377
C: -1.547 -0.214 -2.253
O: -1.170 0.510 -1.289
H: -2.308 -1.512 -4.325
H: -1.253 -1.279 -2.343
H: -2.742 2.084 -4.128
H: -2.472 0.006 -5.292
C: -3.427 -3.726 2.347
P: -2.099 -2.528 2.018
C: -2.483 -1.177 3.183
C: -0.500 -3.129 2.703
O: -2.053 -2.236 0.545
H: -3.550 -4.082 3.384
H: -3.268 -4.584 1.689
H: -4.357 -3.217 2.073
H: -2.934 -1.594 4.093
H: -1.579 -0.603 3.442
H: -3.247 -0.514 2.748
H: 0.139 -3.478 1.881
H: 0.000 -2.283 3.212
H: -0.691 -3.953 3.402

Calculated values
lowest unoccupied orbital energy	2.64	eV
total charge	-1
largest force on an atom	2.62	eV/A
Kohn-Sham gap	7.01	eV